Formula: C43H32ClCoO3P2S
Source: the OMol25 dataset
Level of theory: wB97M-V/def2-TZVPD

The geometry in ORCA input format:
```
! RIJCOSX wB97M-V def2-TZVPD def2/J DEFGRID3
* xyz 1 2
Co 0.298 0.175 0.223
O 2.509 -0.798 3.129
S 1.338 -0.297 2.379
C -0.107 -0.436 3.441
C 0.156 -0.606 4.788
C -0.894 -0.555 5.696
C -2.184 -0.305 5.254
C -2.438 -0.135 3.900
C -1.406 -0.218 2.970
P -1.712 -0.099 1.179
C -2.823 1.297 0.942
C -3.822 1.243 -0.027
C -4.565 2.379 -0.310
C -4.306 3.567 0.361
C -3.308 3.622 1.325
C -2.561 2.491 1.613
C -2.601 -1.582 0.651
C -2.210 -2.164 -0.553
C -2.857 -3.294 -1.027
C -3.898 -3.849 -0.296
C -4.301 -3.264 0.898
C -3.661 -2.130 1.370
C 0.951 -1.693 1.209
C 0.343 -2.836 1.754
C 0.461 -4.058 1.135
C 1.224 -4.182 -0.026
C 1.819 -3.070 -0.583
C 1.688 -1.804 0.002
P 2.407 -0.308 -0.806
C 4.158 -0.748 -0.994
C 4.942 -0.749 0.161
C 6.274 -1.116 0.088
C 6.832 -1.464 -1.135
C 6.056 -1.447 -2.284
C 4.715 -1.088 -2.221
C 1.729 -0.326 -2.504
C 2.022 0.825 -3.241
C 1.489 1.008 -4.505
C 0.641 0.050 -5.045
C 0.342 -1.092 -4.319
C 0.887 -1.284 -3.056
H 1.178 -0.763 5.108
H -0.698 -0.688 6.751
H -2.997 -0.239 5.964
H -3.443 0.092 3.568
H -4.022 0.319 -0.554
H -5.350 2.336 -1.054
H -4.882 4.453 0.130
H -3.106 4.548 1.846
H -1.770 2.536 2.353
H -1.405 -1.716 -1.128
H -2.551 -3.741 -1.964
H -4.401 -4.736 -0.658
H -5.122 -3.689 1.460
H -3.992 -1.680 2.296
H -0.190 -2.764 2.693
H -0.009 -4.928 1.575
H 1.372 -5.155 -0.475
H 2.427 -3.169 -1.474
H 4.507 -0.476 1.117
H 6.880 -1.123 0.985
H 7.874 -1.749 -1.193
H 6.490 -1.714 -3.239
H 4.118 -1.078 -3.123
H 2.663 1.590 -2.814
H 1.727 1.903 -5.064
H 0.214 0.193 -6.029
H -0.317 -1.842 -4.737
H 0.632 -2.181 -2.508
Cl -0.177 7.123 -2.031
C 0.050 5.590 -1.250
C 0.815 5.522 -0.068
C 0.998 4.337 0.585
C 0.420 3.130 0.102
O 0.560 2.049 0.782
C -0.313 3.213 -1.120
C -0.864 2.059 -1.733
O -0.737 0.883 -1.356
C -0.500 4.458 -1.766
H 1.262 6.430 0.316
H 1.579 4.283 1.497
H -1.462 2.222 -2.640
H -1.079 4.502 -2.681
*
```

The HOMO energy (spin up / spin down) is -10.1 / -10.1 eV. For the strongest force on any atom, the calculation gives 1.6 eV/A. Its orbital gap (spin up / spin down) is 6.09 / 7.04 eV. The energy relative to the best compared isomer or geometry (same formula, charge and spin) is 1.5089 eV. As for the total energy: -130809.0166 eV.